(1)
This record from OMol25 describes a structure of composition C7H6NO7P2ReS6Sb at a distorted geometry. The level of theory is the ωB97M-V functional and the def2-TZVPD basis.

XYZ file:
```
31
Properties=species:S:1:pos:R:3:forces:R:3:mulliken_charge:R:1
Re 0.7969 -0.0097 -0.2984 0.81 1.07 -0.18 0.760
O -0.0313 1.9563 3.3204 0.02 -0.01 0.40 -0.476
P 0.4308 2.2823 1.8742 0.88 -0.09 -0.06 0.828
O 1.8457 2.6549 1.7409 -1.12 -0.33 0.04 -0.584
O -0.0625 0.9718 1.0332 0.46 0.03 -0.06 -0.387
O -0.6157 3.3451 1.3498 -0.01 0.19 -0.03 -0.124
P -0.7477 3.9533 -0.1337 -0.33 0.39 -0.23 0.612
O -0.2137 5.4297 0.0052 -0.03 -0.21 0.05 -0.458
O -2.0831 3.7796 -0.6984 -0.09 0.03 -0.02 -0.642
O 0.3668 3.2117 -0.9440 0.35 -0.13 -0.40 -0.173
H -0.6752 1.2510 3.4558 -0.10 0.09 -0.08 0.342
H -0.9100 6.0981 0.0576 -0.01 -0.03 0.01 0.358
S 1.9072 -1.4245 1.4122 0.06 -0.15 -0.01 -0.272
C 1.8450 -2.4535 0.0565 -0.12 0.11 -0.29 0.610
N 1.4041 -1.8319 -1.0453 0.06 -0.84 0.58 0.019
C 1.4086 -2.6795 -2.1582 -0.04 -0.19 -0.29 0.338
C 1.0979 -2.3725 -3.4751 -0.02 0.00 -0.15 -0.363
C 1.1900 -3.3724 -4.4302 -0.04 0.15 0.02 -0.807
C 1.5920 -4.6607 -4.0959 0.07 -0.09 0.20 -0.529
C 1.9280 -4.9729 -2.7876 -0.01 -0.17 -0.29 -0.526
C 1.8358 -3.9755 -1.8369 -0.03 0.31 0.23 0.772
S 2.2486 -4.0939 -0.1418 0.05 -0.06 0.04 -0.147
H 0.7997 -1.3757 -3.7602 0.02 0.00 0.02 0.277
H 0.9476 -3.1402 -5.4579 0.00 0.01 0.00 0.398
H 1.6557 -5.4237 -4.8585 0.00 0.00 -0.01 0.402
H 2.2578 -5.9688 -2.5252 0.00 0.01 0.03 0.397
S 2.2939 2.0419 -3.3454 0.01 0.04 0.49 -0.212
Sb -0.0494 2.5924 -2.8204 0.03 -0.08 0.36 0.815
S 2.7906 0.8784 -0.2698 -0.73 -0.61 0.06 0.221
S -0.4843 0.2631 -2.1620 0.07 0.24 0.06 -0.495
S 3.2411 2.3848 -1.5435 -0.19 0.32 -0.49 0.045
```
Positions in Å, forces in eV/Å.

For the energy above the lowest of the compared OMol25 structures with the same formula, charge and spin, the calculation gives 0.00 kJ/mol. As for the net charge: +1. For the frontier orbital gap, the calculation gives 6.04 eV. Its energy is -115438.7062 eV.

=====

(2)
This record from OMol25 describes a cluster of 3 separate species, C18H41I2N3O8PS in total at a distorted geometry. The level of theory is the ωB97M-V functional and the def2-TZVPD basis.

XYZ file:
```
74
Properties=species:S:1:pos:R:3:forces:R:3:mulliken_charge:R:1
C -1.7255 1.4132 1.1474 0.54 0.21 0.22 -1.333
C -0.3286 0.7702 1.2591 -0.50 0.10 -0.52 0.228
C 0.6180 1.3000 0.1849 0.10 0.04 0.04 -0.610
C 2.1286 1.2626 0.5236 -0.56 0.51 0.20 -0.817
N 2.5470 0.2971 1.4972 0.51 -0.25 -0.58 0.011
P 3.5108 -1.1775 1.2485 0.20 -0.27 1.97 0.952
N 2.5145 -2.1320 2.4313 0.10 0.17 -0.37 -0.872
S 2.1164 -1.7489 -0.4942 -0.15 -0.14 -0.92 -0.255
C 4.6624 -2.6782 0.9331 -0.08 0.12 -0.45 -1.280
C 4.2779 -3.9018 0.1117 0.31 -0.58 0.09 -0.909
C 3.1436 -4.7147 0.7156 0.17 0.23 -0.16 -0.777
I 3.3131 -6.8093 0.2159 -0.08 -0.02 -0.02 -0.111
C 4.7914 -0.6654 2.6078 0.07 0.07 -0.71 -1.264
C 4.7671 0.7579 3.1202 0.32 -0.02 0.57 -0.324
C 5.9991 1.1001 3.9542 -0.28 -0.23 0.12 -1.211
I 5.8234 0.3450 5.9771 0.06 0.00 -0.05 -0.080
O 4.5605 -0.1429 0.1190 -0.26 0.19 -0.32 -0.344
N 4.5258 -0.3834 -1.1853 -0.12 -0.26 0.38 0.045
O 5.0788 0.4623 -1.8148 0.29 0.22 -0.28 -0.495
H -1.7697 2.2675 1.8227 -0.16 0.12 0.00 0.397
H -2.5178 0.7239 1.4241 -0.16 -0.02 0.00 0.318
H -1.8822 1.8006 0.1418 -0.22 -0.16 -0.13 0.191
H -0.4413 -0.3028 1.1088 0.25 -0.17 0.28 -0.111
H 0.0541 0.9597 2.2587 0.10 -0.15 0.16 0.307
H 0.4409 0.7444 -0.7350 -0.08 -0.10 -0.04 0.305
H 0.3433 2.3372 -0.0255 0.06 0.12 -0.03 0.549
H 2.3877 2.2759 0.8659 0.13 0.04 0.12 0.380
H 2.6617 1.1428 -0.4093 0.20 -0.19 -0.03 0.118
H 1.9995 0.2833 2.3357 -0.12 -0.12 0.09 0.269
H 2.6014 -1.7293 3.3578 0.07 0.02 0.06 0.322
H 1.5341 -2.0656 2.1872 -0.06 -0.01 0.01 0.245
H 1.0947 -2.2793 0.1834 -0.04 0.08 0.28 -0.013
H 5.5818 -2.2875 0.4957 0.03 0.11 -0.06 0.482
H 4.9415 -3.0418 1.9228 -0.14 0.08 0.16 0.526
H 5.1603 -4.5501 0.1094 0.11 0.04 0.03 0.614
H 4.0852 -3.6868 -0.9351 -0.19 0.20 -0.03 0.331
H 3.1568 -4.6644 1.7954 -0.08 -0.10 0.12 0.391
H 2.1810 -4.4071 0.3343 -0.16 -0.04 0.06 0.335
H 5.7584 -0.7869 2.1142 0.09 -0.12 0.04 0.399
H 4.7816 -1.3854 3.4263 -0.14 -0.05 0.12 0.613
H 3.9014 0.9473 3.7532 -0.24 0.15 -0.23 0.308
H 4.7597 1.4580 2.2863 -0.17 0.02 -0.14 0.226
H 6.8972 0.6270 3.5765 0.16 0.09 -0.07 0.452
H 6.1343 2.1660 4.0868 0.10 0.10 0.02 0.502
C -0.4707 3.1403 -5.6740 -0.17 -0.04 -0.03 -1.093
C -0.6080 4.2448 -4.6504 0.28 0.00 -0.03 -0.145
O -1.9785 4.6524 -4.4788 0.00 0.04 -0.04 -0.379
C -2.7113 3.8388 -3.7228 -0.01 0.07 0.00 0.790
O -2.3278 2.8391 -3.1789 0.03 -0.16 0.08 -0.554
O -3.9515 4.3262 -3.6599 -0.07 0.02 0.00 -0.345
C -4.8544 3.5174 -2.8976 -0.11 0.02 0.04 -0.586
H -0.9271 3.4390 -6.6189 0.06 0.03 -0.02 0.294
H 0.5829 2.9223 -5.8461 0.02 0.01 0.01 0.361
H -0.9572 2.2292 -5.3303 0.04 -0.01 0.04 0.302
H -0.0944 5.1451 -4.9813 -0.08 0.05 -0.01 0.281
H -0.1941 3.9492 -3.6876 -0.07 -0.05 0.03 0.294
H -4.4556 3.3195 -1.9058 0.04 -0.03 0.00 0.262
H -5.0445 2.5753 -3.4083 0.05 -0.04 0.03 0.284
H -5.7738 4.0898 -2.8223 0.01 0.04 -0.04 0.225
C -8.4104 -2.3398 0.1164 0.12 -0.07 -0.08 -1.093
C -7.7080 -1.4721 1.1380 -0.23 0.06 0.05 -0.181
O -6.3201 -1.8074 1.2615 -0.02 -0.03 0.05 -0.372
C -5.5316 -1.3262 0.2970 0.03 -0.03 0.04 0.809
O -5.8888 -0.6324 -0.6203 -0.03 0.06 -0.08 -0.575
O -4.2956 -1.7428 0.5304 0.08 -0.02 0.02 -0.341
C -3.3303 -1.3389 -0.4507 0.21 0.02 -0.12 -0.529
H -8.2647 -3.3947 0.3512 -0.05 0.00 0.04 0.290
H -9.4795 -2.1257 0.1153 -0.01 0.00 0.02 0.353
H -8.0202 -2.1550 -0.8830 -0.01 0.05 0.00 0.314
H -8.1205 -1.6371 2.1316 0.07 -0.03 0.04 0.289
H -7.8073 -0.4140 0.8982 0.05 0.00 -0.06 0.307
H -3.3588 -0.2640 -0.6020 -0.06 0.01 -0.04 0.240
H -3.5102 -1.8538 -1.3926 -0.08 0.03 -0.01 0.348
H -2.3580 -1.6256 -0.0626 -0.04 -0.04 0.09 0.139
```
Positions in Å, forces in eV/Å.

As for the net charge: -1. For the frontier orbital gap, the calculation gives 6.82 eV. Its energy is -76506.4949 eV.

=====

(3)
This record from OMol25 describes a cluster of 3 separate species, C2H12N2O2 in total at a distorted geometry. The level of theory is the ωB97M-V functional and the def2-TZVPD basis.

XYZ file:
```
18
Properties=species:S:1:pos:R:3:forces:R:3:mulliken_charge:R:1
N 1.5871 1.3356 -0.7585 0.41 0.33 -0.14 -0.500
C 1.6524 -0.1064 -0.7507 -0.40 -0.02 -0.17 -0.344
C 1.6207 -0.7046 -2.1968 0.18 0.01 1.24 -0.401
N 0.5850 -1.7257 -2.2707 0.27 -0.16 0.13 -0.574
H 2.1948 1.8594 -0.1445 -0.39 -0.26 -0.06 0.179
H 0.7067 1.7710 -0.9637 -0.04 0.02 0.17 0.158
H 0.8511 -0.5980 -0.1776 -0.04 0.20 -0.07 0.238
H 2.5643 -0.3778 -0.2276 0.19 -0.11 -0.11 0.290
H 1.5139 0.1402 -2.8787 0.04 -0.07 -0.21 0.306
H 2.5959 -1.1714 -2.3107 0.01 -0.10 -0.60 0.260
H -0.3189 -1.3267 -2.0832 -0.28 0.04 -0.09 0.188
H 0.5531 -2.2351 -3.1411 0.05 0.14 -0.11 0.202
O -3.8661 -1.0095 3.0689 1.21 0.33 1.21 -0.631
H -4.5200 -1.2477 2.4480 -1.02 -0.32 -1.18 0.307
H -3.2042 -0.4769 2.6141 -0.18 0.04 0.04 0.322
O -1.9085 1.8961 3.2774 0.00 -0.08 -0.09 -0.630
H -1.3610 2.1307 2.5307 -0.01 0.16 -0.61 0.313
H -1.2463 1.8466 3.9647 0.02 -0.15 0.62 0.316
```
Positions in Å, forces in eV/Å.

For the energy above the lowest of the compared OMol25 structures with the same formula, charge and spin, the calculation gives 99.71 kJ/mol. Its SMILES is NCCN.O.O. For the frontier orbital gap, the calculation gives 9.36 eV. Its energy is -9343.1694 eV.

=====

(4)
This record from OMol25 describes a structure of composition C18H28Br12F6N2O6 at a distorted geometry. The level of theory is the ωB97M-V functional and the def2-TZVPD basis.

XYZ file:
```
72
Properties=species:S:1:pos:R:3:forces:R:3:mulliken_charge:R:1
C -1.5487 -4.5005 2.1516 -0.50 -0.45 0.67 -0.867
C -2.0212 -4.9448 0.7823 1.02 0.00 -0.04 0.763
O -2.5647 -4.1962 -0.0092 -0.20 -0.07 0.28 -0.644
N -1.6665 -6.2155 0.4619 -0.43 -0.34 -0.66 -0.226
C -1.8798 -6.7547 -0.8702 -0.47 -0.28 0.01 -0.876
H -2.4121 -4.1453 2.7181 0.16 0.64 -0.26 0.300
H -0.7457 -3.7768 2.0454 -0.29 0.34 0.04 0.072
H -1.1741 -5.2919 2.8074 0.16 -0.28 -0.46 0.349
H -1.0707 -6.7537 1.0608 -0.02 0.15 0.31 0.236
H -2.7838 -6.3582 -1.3272 0.15 0.49 0.15 0.297
H -2.0963 -7.8225 -0.8130 0.44 -0.08 0.11 0.342
H -1.0279 -6.5590 -1.5182 0.00 -0.07 -0.14 0.267
C 2.2173 3.4658 0.0029 0.59 0.09 0.88 -0.615
C 1.5303 3.5563 1.3620 -0.18 -0.04 -1.28 0.400
O 0.3068 3.5588 1.4339 0.04 0.12 0.39 -0.428
N 2.3480 3.5746 2.4221 -0.15 0.11 0.88 -0.123
C 1.8616 3.6428 3.7904 0.46 -0.39 0.57 -0.497
H 2.1994 2.4179 -0.2999 -0.32 0.14 -0.38 -0.065
H 3.2738 3.7413 0.0642 -0.03 0.02 0.04 0.337
H 1.7496 4.1516 -0.6956 -0.27 -0.32 -0.17 0.286
H 3.3350 3.4624 2.2898 0.06 0.10 -0.18 0.212
H 1.5209 2.6762 4.1658 -0.25 0.05 -0.23 0.007
H 1.0733 4.3743 3.9367 0.00 0.02 -0.31 0.111
H 2.6936 3.8909 4.4515 0.05 0.24 -0.18 0.377
C 0.0571 0.6048 3.1550 0.27 -0.84 0.12 -0.537
C 0.2100 0.3953 1.6773 -0.36 1.48 -0.27 0.873
O 0.7378 -0.9122 1.4067 -0.26 -0.31 0.14 -0.299
C 1.0163 -1.1487 0.1461 0.55 0.33 -0.09 0.253
O 1.0105 -0.3637 -0.7609 -0.27 -0.13 -0.09 -0.187
C 1.5018 -2.5881 -0.0805 -0.20 -0.81 -0.79 0.822
F 2.7404 -2.5791 -0.5963 -0.14 0.07 0.39 -0.248
F 1.4816 -3.3349 1.0182 0.25 0.07 0.15 -0.251
F 0.7223 -3.2125 -0.9925 0.02 0.41 0.26 -0.229
H 1.0431 0.6278 3.6209 -0.13 -0.13 0.12 0.154
H -0.5206 -0.2338 3.5527 0.04 0.16 0.29 0.409
H -0.4448 1.5372 3.3988 -0.06 0.05 -0.23 0.001
H 0.8584 1.1627 1.2505 0.08 -0.34 -0.08 -0.509
H -0.7500 0.5269 1.1719 0.05 -0.33 -0.09 -0.087
C -1.3049 -2.0279 -4.4759 0.29 0.76 -0.71 -1.411
C -0.3151 -0.9829 -3.9214 -0.84 -1.86 0.14 0.597
O 0.3378 -0.2845 -4.9718 0.60 0.77 -0.47 -0.188
C -0.3533 0.6097 -5.6662 0.11 -1.19 0.24 0.378
O -1.5018 0.8580 -5.5111 -0.87 0.64 0.11 -0.505
C 0.4324 1.1999 -6.8402 0.05 0.37 0.20 0.803
F 0.3079 2.5355 -6.8012 0.13 -0.11 -0.14 -0.250
F 1.7247 0.8886 -6.8142 -0.06 0.04 -0.19 -0.202
F -0.1075 0.7630 -7.9845 0.19 0.01 0.03 -0.260
H -1.8859 -2.4824 -3.6767 0.13 -0.12 0.01 0.382
H -0.7994 -2.7633 -5.1035 0.11 -0.21 0.36 0.352
H -1.9808 -1.5146 -5.1616 -0.25 -0.02 0.25 0.412
H 0.5076 -1.5173 -3.4533 -0.05 0.18 0.39 0.031
H -0.8628 -0.3803 -3.1991 0.44 0.61 -0.21 -0.157
C 0.2886 0.6762 7.2632 -0.25 -0.45 -0.80 -0.369
Br -0.6346 2.1993 6.5016 0.16 -0.31 0.35 0.028
Br 2.0131 0.4628 6.3608 -0.40 -0.02 0.59 -0.042
Br -0.7874 -0.9619 7.0873 0.37 0.57 0.01 -0.045
H 0.4282 0.8035 8.3260 0.21 0.20 -0.04 0.414
C -2.0562 3.6095 -1.8960 -0.28 0.00 -0.60 -0.341
Br -3.8908 4.1823 -1.6845 0.17 0.01 -0.20 -0.057
Br -1.5531 3.7503 -3.7763 0.06 0.01 0.46 -0.074
Br -1.8186 1.8089 -1.2693 0.09 0.13 0.07 0.076
H -1.4193 4.2774 -1.3331 0.00 -0.09 0.11 0.384
C 3.2324 0.1802 -3.1053 0.37 0.80 -0.47 0.527
Br 2.2871 1.8804 -3.2649 0.19 -0.32 0.10 -0.021
Br 4.3708 0.1629 -1.5183 -0.38 -0.04 -0.59 -0.090
Br 4.2705 -0.1088 -4.7551 -0.41 -0.10 0.85 -0.076
H 2.4553 -0.5660 -3.0255 0.22 -0.20 0.12 -0.418
C -2.7532 3.3220 2.9841 -0.16 0.64 0.04 0.496
Br -1.7526 4.6289 4.0428 -0.39 -0.36 -0.11 -0.053
Br -4.0052 4.2612 1.8214 0.35 -0.39 0.52 -0.073
Br -3.6290 2.0081 4.1021 0.21 0.26 -0.32 -0.025
H -2.0266 2.8457 2.3381 -0.01 -0.08 0.04 -0.402
```
Positions in Å, forces in eV/Å.

For the frontier orbital gap, the calculation gives 9.33 eV. Its energy is -891200.5641 eV.

=====

Q: Which formula does entry 3 have?
A: C2H12N2O2